ORCA calculation (ωB97M-V/def2-TZVPD) on a structure of composition C24H46CaClFIMgN5O13S at a distorted geometry.

Last column: Mulliken charge in e.
Geometry (Å):
C -4.598 1.000 0.851  -1.14
C -3.050 1.042 0.783  -0.28
N -2.416 0.361 1.956  -0.25
C -1.430 -0.580 1.599  0.78
C -0.155 -0.215 1.182  -0.10
C 0.756 -1.281 0.892  -0.29
C 2.188 -0.975 0.450  -0.09
C 2.395 -1.102 -1.071  0.23
O 3.277 -1.751 -1.526  -0.46
I 1.040 -0.024 -2.338  0.19
N 0.460 -2.533 0.978  -1.08
N -0.753 -2.800 1.383  0.46
C -1.711 -1.957 1.682  0.14
O -2.913 -2.335 2.091  -0.44
C -3.571 -3.374 1.307  -0.11
C -3.634 -3.089 -0.199  -0.98
H -5.006 1.905 1.317  0.40
H -4.973 0.150 1.431  0.14
H -4.980 0.970 -0.177  0.32
H -2.718 0.513 -0.109  0.33
H -2.752 2.091 0.731  0.43
H -2.007 1.078 2.540  0.41
H 0.126 0.824 1.085  0.43
H 2.816 -1.767 0.880  0.41
H 2.561 -0.013 0.822  -0.14
H -0.982 -3.792 1.466  0.45
H -4.587 -3.531 1.681  -0.09
H -3.077 -4.348 1.423  0.37
H -4.125 -2.110 -0.323  0.29
H -4.236 -3.875 -0.655  0.27
H -2.639 -3.125 -0.710  0.31
O 3.486 1.355 1.792  -0.66
C 3.629 1.562 2.988  0.70
O 2.744 2.296 3.631  -0.35
C 2.728 2.463 5.068  -0.37
C 3.659 3.573 5.505  -1.01
C 4.868 1.085 3.682  -1.05
H 2.936 1.518 5.570  0.36
H 1.703 2.727 5.321  0.34
H 4.699 3.352 5.255  0.27
H 3.591 3.727 6.581  0.37
H 3.400 4.505 5.001  0.30
H 5.606 1.825 3.432  0.54
H 5.167 0.122 3.270  0.25
H 4.780 0.945 4.755  0.43
C 7.937 3.076 2.268  0.72
O 6.867 3.773 2.569  -0.87
O 8.252 3.277 0.917  -0.41
O 8.606 2.336 2.913  -0.47
H 7.527 3.906 0.802  0.31
Ca 5.544 3.218 0.976  1.57
C -5.921 -7.358 -1.399  -0.03
N -4.825 -6.521 -0.848  0.91
O -4.827 -6.339 0.362  -0.52
O -4.029 -6.087 -1.630  -0.42
H -6.543 -7.660 -0.547  -0.61
H -6.482 -6.753 -2.107  0.38
H -5.480 -8.222 -1.887  0.37
C -7.488 -3.218 3.316  0.02
C -8.796 -2.600 2.885  -0.39
O -9.127 -3.297 1.661  -0.27
S -8.603 -4.781 1.746  1.30
O -9.669 -5.655 2.118  -0.60
O -7.820 -5.064 0.569  -0.50
O -7.627 -4.618 2.981  -0.23
H -6.647 -2.814 2.749  0.00
H -7.297 -3.095 4.378  0.37
H -8.718 -1.531 2.711  0.35
H -9.590 -2.792 3.608  0.32
F -0.738 1.265 -0.848  -0.64
C 3.985 3.060 -2.799  -1.10
C 3.631 3.992 -3.948  -0.53
N 4.755 4.281 -4.813  0.06
C 4.513 5.391 -5.726  -0.67
C 3.415 5.224 -6.780  -0.97
C 5.429 3.126 -5.390  -0.69
C 4.592 2.151 -6.225  -0.92
H 4.841 3.448 -2.232  0.02
H 3.137 2.973 -2.116  0.57
H 4.226 2.054 -3.147  0.28
H 3.277 4.931 -3.514  0.46
H 2.780 3.565 -4.499  0.29
H 5.449 5.648 -6.227  0.36
H 4.267 6.269 -5.120  0.39
H 3.722 4.556 -7.584  0.23
H 3.200 6.191 -7.238  0.40
H 2.483 4.852 -6.354  0.27
H 5.890 2.560 -4.574  0.33
H 6.275 3.472 -5.988  0.36
H 3.648 1.891 -5.742  0.23
H 5.149 1.223 -6.368  0.37
H 4.376 2.545 -7.216  0.27
Cl -1.543 -4.843 -0.657  -0.44
Mg -8.303 -7.416 0.722  0.75

Forces on atoms 1 to 2 (eV/Å):
0.223 0.323 -0.015
-1.181 -0.637 0.207

Calculated values
* E: -4326.715804 a.u.
* multiplicity: 1
* energy above the lowest of the compared OMol25 structures with the same formula, charge and spin: 0.0 kcal per mole
* HOMO: -10.6 eV
* HOMO-LUMO gap: 0.051 Ha
* total charge: +2



ORCA calculation (ωB97M-V/def2-TZVPD) on the ion C7H12N3O with charge +1 at a distorted geometry.

Last column: natural (NBO) charge in e.
Geometry (Å):
H -3.016 -0.450 -2.293  0.35
N -2.684 -0.957 -1.559  -0.56
C -1.614 -0.572 -1.084  0.34
C -0.872 0.768 -1.207  -0.61
C 0.320 0.775 -0.331  0.46
N 1.366 1.669 -0.495  -0.77
C 0.526 -0.648 0.238  -0.03
N 1.787 -1.193 0.053  -0.86
C 0.378 0.034 1.590  0.45
C -0.583 0.957 1.668  -0.50
O 1.293 -0.073 2.553  -0.59
C -0.683 -1.437 -0.251  -0.50
H -0.563 1.084 -2.234  0.29
H -1.625 1.542 -1.114  0.29
H 2.351 1.434 -0.239  0.44
H 1.239 2.467 -1.124  0.43
H 2.161 -1.029 -0.809  0.39
H 1.987 -2.085 0.512  0.41
H -1.674 0.978 1.493  0.29
H -0.385 1.663 2.503  0.26
H 1.831 -0.809 2.401  0.50
H -1.235 -1.836 0.634  0.27
H -0.306 -2.284 -0.907  0.27

Forces on atoms 1 to 2 (eV/Å):
-1.717 2.337 -2.145
0.622 -2.709 1.509

Calculated values
* E: -513.087001 a.u.
* multiplicity: 1
* energy above the lowest of the compared OMol25 structures with the same formula, charge and spin: 79.9 kcal per mole
* HOMO: -13.3 eV
* HOMO-LUMO gap: 0.343 Ha
* total charge: +1
* SMILES: [H]/N=C1\CC(=[NH2+])[C@@](N)(C(=C)O)C1



ORCA calculation (ωB97M-V/def2-TZVPD) on a cluster of 9 separate species, C49H73BrN12O4P2SSi in total at a distorted geometry.

Last column: Mulliken charge in e.
Geometry (Å):
C -3.581 -0.586 0.085  -0.81
P -2.341 -0.337 1.465  0.28
C -3.100 -0.992 3.075  -1.11
N -0.848 -1.327 1.199  0.58
C -0.799 -2.018 -0.100  -2.02
N -1.483 -3.130 -0.068  2.09
C -2.189 -3.674 1.156  0.13
O -1.473 -4.236 1.986  -0.66
O -3.452 -3.534 1.223  -0.63
Si -1.599 -4.099 -1.576  0.24
C -2.682 -5.634 -1.166  -1.05
C -2.525 -3.226 -3.016  -0.28
C 0.080 -4.848 -2.157  -0.64
N -0.025 -1.230 -0.925  1.48
C 0.296 -1.256 -2.320  -0.82
C -0.685 -0.455 -3.286  -0.09
O -1.814 -0.191 -3.053  -0.42
Br 0.101 0.181 -5.007  -0.15
C 0.891 -0.368 -0.112  0.65
C 2.393 -0.902 0.011  -0.59
C 2.387 -2.428 0.451  -0.37
N 2.782 -3.384 -0.304  -0.74
P 0.957 1.486 -0.554  0.32
C -0.799 2.126 -0.876  -0.93
O 1.774 1.744 -2.028  -0.51
C 0.226 -0.298 1.328  -1.86
C 1.112 -0.235 2.623  -1.37
C 1.625 1.245 2.968  -0.32
C 3.117 1.207 3.533  -0.73
S 4.029 2.739 3.060  -0.32
H -4.332 -1.399 0.325  0.36
H -3.141 -0.854 -0.910  0.04
H -4.159 0.381 -0.015  0.42
H -4.229 -0.988 3.036  0.39
H -2.771 -0.401 3.969  0.36
H -2.729 -2.046 3.232  0.27
H -2.084 -6.272 -0.443  0.10
H -2.752 -6.261 -2.108  0.37
H -3.685 -5.361 -0.753  0.30
H -3.256 -3.948 -3.480  0.50
H -1.750 -2.944 -3.774  -0.58
H -3.125 -2.363 -2.625  0.37
H 0.005 -4.905 -3.288  0.15
H 0.927 -4.154 -1.915  0.03
H 0.226 -5.894 -1.780  0.41
H 1.299 -0.756 -2.483  0.71
H 0.427 -2.266 -2.820  0.54
H 2.998 -0.252 0.692  0.42
H 2.897 -0.902 -1.004  0.54
H 2.028 -2.726 1.478  0.37
H 3.084 -2.991 -1.215  0.37
H -1.556 1.310 -1.006  0.09
H -0.828 2.914 -1.678  0.54
H -1.082 2.661 0.082  0.27
H 1.096 2.007 -2.684  0.33
H -0.347 0.683 1.393  0.79
H 1.959 -0.967 2.672  0.39
H 0.429 -0.507 3.485  0.32
H 0.987 1.651 3.811  0.47
H 1.504 1.961 2.117  0.10
H 3.628 0.345 3.030  0.38
H 3.041 1.036 4.636  0.37
H 4.323 2.555 1.720  0.15
N 5.815 -4.869 0.020  0.10
C 6.103 -6.159 -0.330  -0.36
C 7.280 -6.512 0.280  -0.55
C 7.717 -5.392 1.032  -0.54
C 6.792 -4.395 0.854  -0.34
H 5.009 -4.348 -0.287  0.27
H 5.448 -6.714 -0.983  0.35
H 7.772 -7.468 0.196  0.38
H 8.608 -5.324 1.636  0.38
H 6.744 -3.392 1.248  0.35
N -2.398 -9.024 1.181  0.04
C -3.237 -10.085 1.399  -0.55
C -3.836 -9.906 2.618  -0.36
C -3.345 -8.688 3.156  -0.55
C -2.463 -8.166 2.246  -0.41
H -1.825 -8.895 0.365  0.21
H -3.333 -10.873 0.669  0.37
H -4.549 -10.575 3.075  0.38
H -3.609 -8.244 4.103  0.40
H -1.876 -7.260 2.264  0.47
N 3.377 4.665 5.789  0.23
C 3.744 5.749 6.538  -0.79
C 3.109 5.658 7.751  -0.42
C 2.334 4.470 7.734  -0.50
C 2.522 3.878 6.512  -0.37
H 3.689 4.474 4.850  0.12
H 4.421 6.490 6.145  0.41
H 3.194 6.366 8.560  0.58
H 1.709 4.092 8.529  0.40
H 2.122 2.968 6.094  0.29
N 2.298 5.470 0.891  0.15
C 2.038 4.936 -0.341  -0.85
C 1.266 5.832 -1.035  -0.54
C 1.056 6.954 -0.190  -0.55
C 1.708 6.701 0.989  -0.63
H 2.841 5.025 1.613  0.14
H 2.423 3.967 -0.615  0.70
H 0.893 5.697 -2.040  0.68
H 0.492 7.844 -0.422  0.48
H 1.802 7.289 1.889  0.41
N -2.967 -3.570 -7.330  0.10
C -2.692 -4.867 -7.670  -0.63
C -1.514 -5.223 -7.066  -0.71
C -1.063 -4.098 -6.328  -0.06
C -1.983 -3.096 -6.509  -0.82
H -3.769 -3.046 -7.635  0.21
H -3.357 -5.423 -8.312  0.41
H -1.030 -6.184 -7.144  0.40
H -0.165 -4.031 -5.732  0.50
H -2.020 -2.088 -6.126  0.63
N -3.351 0.009 -9.948  0.03
C -3.409 0.550 -8.692  -0.89
C -2.181 0.383 -8.104  -0.01
C -1.348 -0.278 -9.043  -0.21
C -2.096 -0.493 -10.172  -0.65
H -4.111 -0.015 -10.606  0.19
H -4.317 1.003 -8.326  0.39
H -1.910 0.702 -7.109  0.37
H -0.317 -0.563 -8.907  0.39
H -1.846 -0.959 -11.111  0.39
N 0.930 7.545 9.304  0.04
C 1.127 7.571 10.658  -0.25
C 0.700 8.788 11.125  -0.60
C 0.222 9.523 10.011  -0.41
C 0.374 8.729 8.902  -0.54
H 1.158 6.775 8.697  0.26
H 1.555 6.723 11.170  0.37
H 0.727 9.113 12.153  0.39
H -0.189 10.520 10.020  0.39
H 0.137 8.904 7.865  0.36
N -1.861 6.930 -2.475  0.15
C -2.972 7.585 -2.018  -0.52
C -3.678 8.032 -3.106  -0.44
C -2.968 7.626 -4.265  -0.57
C -1.854 6.946 -3.844  -0.32
H -1.159 6.502 -1.895  0.20
H -3.163 7.678 -0.961  0.37
H -4.602 8.588 -3.073  0.40
H -3.243 7.810 -5.292  0.38
H -1.057 6.475 -4.398  0.36

Forces on atoms 1 to 2 (eV/Å):
-1.163 -0.973 0.081
-1.174 0.481 0.891

Calculated values
* E: -6813.243886 a.u.
* multiplicity: 1
* HOMO: -7.8 eV
* HOMO-LUMO gap: 0.270 Ha



ORCA calculation (ωB97M-V/def2-TZVPD) on a structure of composition C26H26HgN3O6P2S.

Last column: natural (NBO) charge in e.
Geometry (Å):
Hg 0.202 -0.021 0.244  1.41
O 0.564 1.917 7.164  -0.78
C -0.458 2.071 6.457  0.74
O -1.571 2.556 6.762  -0.77
C -0.320 1.596 4.998  -0.15
C -1.358 1.716 4.105  -0.13
C -1.227 1.288 2.776  0.06
N -0.049 0.723 2.353  -0.67
C 0.985 0.594 3.234  0.09
C 0.876 1.023 4.536  -0.22
C 2.237 -0.001 2.730  0.29
C 3.327 -0.281 3.568  -0.26
C 4.494 -0.778 3.035  -0.18
C 4.574 -1.006 1.663  -0.29
C 3.455 -0.749 0.899  0.05
N 2.319 -0.270 1.415  -0.55
C -2.296 1.422 1.813  0.19
C -3.564 1.961 2.150  -0.25
C -4.551 2.046 1.206  -0.21
C -4.296 1.594 -0.104  -0.36
C -3.042 1.090 -0.371  0.04
N -2.065 1.004 0.534  -0.61
H -2.266 2.162 4.484  0.23
H 1.692 0.956 5.239  0.23
H 3.243 -0.114 4.632  0.22
H 5.337 -0.996 3.679  0.20
H 5.474 -1.387 1.199  0.21
H 3.444 -0.926 -0.173  0.25
H -3.755 2.301 3.157  0.21
H -5.519 2.455 1.469  0.19
H -5.052 1.635 -0.877  0.20
H -2.792 0.725 -1.365  0.21
C -2.342 -3.059 -0.249  -0.96
P -0.792 -2.209 -0.796  0.70
C 0.234 -3.795 -0.753  -0.35
C -1.271 -1.459 -2.360  -0.25
C -1.507 -2.123 -3.559  -0.20
C -1.273 -1.648 -4.848  -0.40
C -0.476 -0.542 -5.273  -0.16
C 0.318 0.303 -4.547  -0.38
C 0.509 0.100 -3.128  -0.28
P 1.097 1.385 -1.922  0.84
C -0.172 2.693 -2.226  -0.95
C 2.572 2.298 -2.508  -0.95
H -2.540 -3.905 -0.914  0.21
H -3.162 -2.346 -0.327  0.25
H -2.271 -3.421 0.777  0.22
H -0.033 -4.361 -1.655  0.18
H -0.139 -4.331 0.121  0.18
H 2.019 -3.352 -1.389  0.49
H -1.962 -3.107 -3.465  0.18
H -1.690 -2.245 -5.654  0.18
H -0.499 -0.358 -6.344  0.18
H 0.855 1.109 -5.036  0.19
H -0.112 3.045 -3.258  0.21
H -0.020 3.531 -1.543  0.22
H -1.159 2.268 -2.050  0.26
H 2.408 2.660 -3.524  0.22
H 3.441 1.651 -2.475  0.27
H 2.709 3.149 -1.837  0.22
O 1.798 -2.310 -3.803  -1.01
S 1.639 -1.377 -2.666  1.50
O 1.629 -3.717 -0.585  -0.73
O -0.795 -0.158 -2.446  -0.63
O 2.947 -0.675 -2.370  -1.08

Forces on atoms 1 to 2 (eV/Å):
-0.349 -0.325 -0.502
-0.137 0.025 -0.044

Calculated values
* E: -2856.379566 a.u.
* multiplicity: 2
* energy above the lowest of the compared OMol25 structures with the same formula, charge and spin: 86.6 kcal per mole
* HOMO (spin up / spin down): 0.0 / -1.4 eV
* HOMO-LUMO gap (spin up / spin down): 0.165 / 0.215 Ha
* total charge: -2
* ⟨S²⟩: 0.773